{
  "formula": "C4H11NP2",
  "method": "ωB97M-V/def2-TZVPD",
  "species": ["P", "P", "N", "C", "C", "C", "C", "H", "H", "H", "H", "H", "H", "H", "H", "H", "H", "H"],
  "xyz": [[0.146179, 1.858363, 0.098752], [-1.908264, 0.803167, -0.120622], [-1.900147, -0.581887, 0.580228], [1.525347, 0.964309, 0.633092], [1.732252, -0.451280, 0.084864], [-0.751461, -1.501880, 0.461406], [0.451098, -1.220949, -0.451502], [2.449765, -0.302528, -0.814486], [-0.089368, 3.140232, 0.593834], [1.642726, 1.244314, 1.615095], [0.679810, -2.127628, -0.816674], [0.261201, 1.985817, -1.296713], [-1.266107, -2.435123, -0.101782], [2.244589, -1.035330, 0.829756], [-0.370753, -1.943494, 1.497199], [0.176262, -0.643913, -1.403237], [-3.277409, 1.280841, 0.039962], [-1.745720, 0.966965, -1.429170]],
  "atomic_forces_ev_per_a": [[1.0, -1.1, -0.4], [-1.1, 0.0, 2.2], [1.1, -0.5, 0.4], [-2.3, 0.5, -2.0], [0.1, 0.8, -1.5], [-1.4, -2.7, 0.0], [-0.3, 4.6, 0.3], [-1.0, -0.7, 1.3], [0.4, 0.1, 0.2], [0.8, 0.0, 2.5], [1.5, -3.3, -1.2], [-0.3, 0.4, -0.2], [1.2, 1.6, 1.4], [0.2, -0.3, 0.3], [-0.9, 1.2, -1.9], [-0.2, -0.6, 1.2], [1.2, 0.1, 0.0], [-0.2, 0.0, -2.6]],
  "smiles": "C1=[PH2][PH2]=NCCC1",
  "charge": 0,
  "e_above_lowest_ev": 4.723,
  "orbital_gap_ev": 7.65
}

***

{
  "formula": "C4H9NO2",
  "method": "ωB97M-V/def2-TZVPD",
  "species": ["O", "O", "N", "C", "C", "C", "C", "H", "H", "H", "H", "H", "H", "H", "H", "H"],
  "xyz": [[-0.413576, 1.690002, 0.445204], [-1.092002, -0.836033, -0.915326], [0.973614, 0.442301, -0.852115], [-1.317654, -0.587275, 0.449814], [2.015753, -0.560915, -0.962606], [-1.557144, 0.886999, 0.806150], [0.676206, 0.897506, 0.285815], [1.714788, -1.498100, -0.472664], [-2.410233, 1.260805, 0.235350], [-0.604295, -1.045671, 1.176577], [2.939653, -0.194574, -0.515299], [2.187317, -0.780565, -2.019474], [-1.763411, 1.033058, 1.878699], [1.249264, 0.669871, 1.189544], [-2.236221, -1.146852, 0.535385], [-0.362063, -0.230558, -1.265051]],
  "atomic_forces_ev_per_a": [[0.2, -0.1, -0.1], [0.3, 0.3, -0.6], [0.3, 0.5, 0.5], [-0.7, -0.3, -0.1], [0.4, 0.0, 0.0], [-0.2, -0.3, -0.1], [0.8, 0.3, -0.4], [0.0, 0.3, -0.1], [0.2, 0.1, 0.0], [0.0, 0.2, -0.7], [0.2, -0.2, 0.0], [0.0, 0.1, 0.2], [0.1, -0.2, -0.2], [0.0, 0.1, 0.1], [-0.5, 0.0, 1.0], [-1.0, -0.7, 0.4]],
  "smiles": "C/N=C/OCCO",
  "charge": 0,
  "e_above_lowest_ev": 2.997,
  "orbital_gap_ev": 10.84
}

***

{
  "formula": "C7H9BrNOS",
  "method": "ωB97M-V/def2-TZVPD",
  "species": ["Br", "S", "O", "N", "C", "C", "C", "C", "C", "C", "C", "H", "H", "H", "H", "H", "H", "H", "H", "H"],
  "xyz": [[1.908587, 0.173892, 0.522121], [-1.842529, 0.491291, -1.916562], [0.175253, -3.041240, 2.267398], [-1.022804, 1.687870, 0.150256], [0.891615, -3.712515, 1.337339], [1.471919, -2.780646, 0.473595], [0.421576, -1.714617, 2.159884], [-0.577594, 1.797477, -2.159078], [-0.628663, 2.682455, -0.987574], [-1.927522, 0.707987, -0.304036], [1.252721, -1.502891, 1.071637], [-1.193397, 2.199975, 0.946527], [0.490815, 1.330618, -2.330393], [-0.645301, 2.478326, -2.991771], [0.637985, -4.669732, 1.083015], [0.372146, 3.172150, -0.947559], [0.015522, -1.136974, 2.841476], [-1.518498, 3.522510, -0.985369], [-0.067210, 1.303689, 0.292345], [1.785378, -2.989625, -0.523252]],
  "atomic_forces_ev_per_a": [[0.1, -0.1, 0.0], [-0.4, -0.8, -3.1], [0.4, 0.0, 0.8], [3.5, 0.5, -1.3], [0.2, 4.4, -2.1], [-0.6, -0.7, 1.4], [2.8, -3.0, -4.2], [2.1, -1.0, -1.1], [-2.5, 2.2, 0.6], [0.0, 1.0, 1.0], [-1.3, -0.8, 0.9], [-1.3, 1.3, 2.6], [-2.1, 0.5, 0.7], [-0.9, -0.4, -0.9], [-0.5, -2.4, 0.2], [-0.8, -0.3, 1.2], [-1.8, 2.7, 3.2], [2.3, -2.2, -0.3], [-0.1, -0.8, 0.6], [0.8, -0.1, -0.2]],
  "charge": 1,
  "s2": 2.01,
  "spin_multiplicity": 3,
  "orbital_gap_ev": [8.78, 5.70]
}

***

Result set for molar mass: 135.1, 103.1, 235.1 g mol⁻¹, one per record in the order listed.